1.
One molecule with the formula C4H13P3. Source: OMol25; level of theory: the ωB97M-V functional and the def2-TZVPD basis.

Geometry as XYZ:
```
20
C4H13P3 (the ωB97M-V functional and the def2-TZVPD basis)
C 0.8911 -2.3330 1.3913
C 1.2870 -1.3046 0.2608
P 0.2693 0.1866 -0.0723
C 0.5434 0.6589 -1.8401
P 1.6224 1.7773 0.6722
P -1.7810 -0.2313 0.3560
C -2.8946 1.1737 -0.2479
H 1.5363 -3.1389 1.7722
H 0.4478 -1.8121 2.2437
H -0.0432 -2.7591 0.9686
H 1.2938 -1.7200 -0.7853
H 2.3187 -0.8237 0.2418
H 1.5203 1.0634 -2.0293
H 0.3558 -0.3261 -2.3316
H -0.1259 1.3518 -2.2954
H 0.6755 2.7706 0.7592
H 1.5693 1.3863 1.9672
H -3.8165 0.6415 -0.3347
H -3.0843 1.9637 0.5095
H -2.5853 1.4749 -1.2062
```

Results
E_LUMO (eV): 0.8
Orbital gap (eV): 7.544
Multiplicity: 1
Energy above the lowest of the compared OMol25 structures with the same formula, charge and spin (kJ/mol): 148.55

Atom charges from the Löwdin analysis, given in e for atoms 1 to 2:
1. C -0.15
2. C -0.45

2.
A 7-piece molecular cluster, C24H67N5O7 overall. Source: OMol25; level of theory: the ωB97M-V functional and the def2-TZVPD basis.

Geometry as XYZ:
```
103
C24H67N5O7 (the ωB97M-V functional and the def2-TZVPD basis)
C -3.6482 -18.6495 -9.1525
O -2.5609 -19.5078 -8.9332
C -2.3898 -19.8306 -7.5905
C -1.2077 -20.7340 -7.4060
C -1.3913 -22.0715 -8.1176
N -1.0348 -20.9846 -5.9483
H -4.5368 -18.9849 -8.6005
H -3.9030 -18.6252 -10.2098
H -3.4176 -17.6301 -8.8112
H -2.2991 -18.9395 -6.9362
H -3.2973 -20.2429 -7.1125
H -0.2898 -20.3002 -7.8283
H -0.6156 -22.8019 -7.8888
H -1.3548 -21.9269 -9.2025
H -2.3776 -22.4960 -7.9177
H -0.1677 -21.5153 -5.8455
H -0.6670 -20.0906 -5.5982
C 3.9308 -19.3704 -5.0644
O 3.3537 -18.2875 -4.3761
C 2.4330 -17.5062 -5.1156
C 1.1323 -18.2395 -5.4222
C 0.3630 -17.4095 -6.4362
N 0.3343 -18.5426 -4.2298
H 4.1441 -19.0963 -6.1074
H 3.3378 -20.2901 -5.0726
H 4.9022 -19.5570 -4.6052
H 2.2202 -16.6613 -4.4517
H 2.9049 -17.0708 -6.0027
H 1.3853 -19.1972 -5.8938
H 0.3138 -16.3638 -6.0950
H -0.6892 -17.6881 -6.4976
H 0.8807 -17.3651 -7.3907
H 0.9774 -18.9093 -3.5262
H 0.1130 -17.6333 -3.8153
C 0.7389 -17.9233 -13.5941
O 1.1049 -17.7151 -14.9487
C 0.1763 -18.2717 -15.8461
C 0.7222 -18.1464 -17.2502
C 1.0724 -16.7204 -17.6586
N -0.3662 -18.5534 -18.1934
H 1.2471 -17.1115 -13.0687
H 1.0034 -18.9077 -13.2113
H -0.3227 -17.6836 -13.4566
H 0.0690 -19.3530 -15.6705
H -0.8034 -17.7835 -15.7896
H 1.4993 -18.8828 -17.4767
H 0.2993 -16.0564 -17.2738
H 1.1735 -16.6096 -18.7373
H 2.0385 -16.4087 -17.2529
H -0.7244 -19.4899 -18.0508
H -0.0973 -18.4907 -19.1639
C 4.3531 -16.9330 -8.0470
O 4.0425 -15.5991 -7.8361
C 3.2605 -15.0125 -8.8726
C 2.7944 -13.6502 -8.4153
C 1.9005 -13.7446 -7.1879
N 2.1497 -12.9938 -9.5738
H 3.4674 -17.5880 -8.0490
H 5.0713 -17.2967 -7.3157
H 4.8153 -17.1112 -9.0331
H 3.8744 -14.9711 -9.7764
H 2.3762 -15.6543 -9.0191
H 3.6719 -13.0607 -8.1334
H 1.5586 -12.7582 -6.8703
H 2.4754 -14.1753 -6.3610
H 1.0407 -14.4058 -7.3217
H 1.3590 -13.5739 -9.8643
H 1.7055 -12.1583 -9.1978
C -5.7527 -11.2752 -9.8198
O -5.0846 -11.5379 -8.6051
C -3.9487 -12.3830 -8.8020
C -3.3354 -12.6600 -7.4422
C -2.1878 -13.6370 -7.5453
N -4.3325 -13.1785 -6.4807
H -6.2620 -10.3153 -9.7486
H -6.4881 -12.0668 -9.9950
H -5.0636 -11.2114 -10.6674
H -4.3289 -13.2986 -9.2744
H -3.2366 -11.8610 -9.4494
H -2.9948 -11.7280 -6.9821
H -2.5438 -14.6014 -7.9291
H -1.7951 -13.8755 -6.5535
H -1.3598 -13.2964 -8.1647
H -4.5433 -14.1313 -6.7930
H -5.2222 -12.7130 -6.6474
C -0.6616 -16.7301 -9.8126
C -1.5393 -15.7506 -10.5748
O -0.7626 -14.5368 -10.7000
H -0.6482 -16.4259 -8.7691
H 0.3445 -16.8404 -10.2160
H -1.0850 -17.7315 -9.9493
H -2.4534 -15.4722 -10.0493
H -1.7148 -16.1505 -11.5799
H -1.3262 -13.8875 -11.1532
C -4.0053 -13.9928 -13.5705
C -3.2062 -12.7720 -13.2086
O -2.6996 -12.8899 -11.8722
H -4.9283 -14.0419 -12.9880
H -3.4646 -14.9325 -13.5144
H -4.3286 -13.8605 -14.6080
H -3.6893 -11.8056 -13.3576
H -2.3404 -12.7423 -13.8869
H -2.4913 -12.0227 -11.5136
```

Results
E_LUMO (eV): 0.3
Orbital gap (eV): 9.504
Multiplicity: 1
Energy above the lowest of the compared OMol25 structures with the same formula, charge and spin (kJ/mol): 112.02

Atom charges from the Löwdin analysis, given in e for atoms 1 to 2:
1. C -0.11
2. O -0.18

3.
A 2-piece molecular cluster, C5H8O2 overall. Source: OMol25; level of theory: the ωB97M-V functional and the def2-TZVPD basis.

Geometry as XYZ:
```
15
C5H8O2 (the ωB97M-V functional and the def2-TZVPD basis)
C -0.1816 1.2992 -0.2910
C -0.2541 -0.1662 0.1642
C -1.0551 -1.2635 -0.4537
C -1.2971 -0.8397 0.9864
O 1.0056 -0.5866 0.5842
C 1.9617 0.1260 -0.0482
O 2.1252 0.3706 -1.2301
H -0.1383 1.4472 -1.3505
H 1.7463 2.3048 -0.4662
H -1.0048 1.8771 0.1078
H -1.7787 -0.9883 -1.2063
H -0.5361 -2.2080 -0.6173
H -2.1863 -0.2769 1.2313
H -0.9381 -1.5093 1.7717
H 2.5314 0.4137 0.8177
```

Results
E_LUMO (alpha / beta) (eV): -0.3 / -0.5
Orbital gap (alpha / beta) (eV): 9.123 / 9.023
Multiplicity: 1
Energy above the lowest of the compared OMol25 structures with the same formula, charge and spin (kJ/mol): 643.75

Atom charges from the Löwdin analysis, given in e for atoms 1 to 2:
1. C 0.08
2. C -0.53

4.
A 7-piece molecular cluster, C47H59BrClF2O20PS overall. Source: OMol25; level of theory: the ωB97M-V functional and the def2-TZVPD basis.

Geometry as XYZ:
```
132
C47H59BrClF2O20PS (the ωB97M-V functional and the def2-TZVPD basis)
C 0.3993 2.9205 -0.1471
C 1.3337 2.7254 -1.3736
C 0.6318 2.3471 -2.6856
F -0.0675 3.4087 -3.2398
C -0.1964 1.0753 -2.5503
C -1.5617 1.0351 -2.3121
C -2.3826 2.3247 -2.1702
C -3.5088 2.2069 -1.0868
C -4.9110 1.9889 -1.7062
C -3.5728 3.5261 -0.2700
C -2.2648 -0.1522 -2.1556
C -1.5848 -1.3357 -2.2388
C -0.2175 -1.3139 -2.5103
C 0.5010 -0.1448 -2.6704
C 1.9948 -0.2346 -2.9259
C 2.3974 -0.2055 -4.4237
F 1.3690 -0.5212 -5.2922
C 0.4434 -2.6694 -2.5879
O 1.2648 -2.9865 -3.4273
C -0.0506 -3.6498 -1.5258
C -1.4014 -3.6552 -1.2410
C -1.9098 -4.4781 -0.2755
C -1.0197 -5.2866 0.3996
Cl -1.6682 -6.2991 1.6718
C 0.3245 -5.2955 0.1266
Br 1.4784 -6.4267 1.1395
C 0.8535 -4.4609 -0.8678
P 2.6593 -4.4952 -1.1873
S 3.6823 -3.3100 -0.0199
C -2.2491 -2.6730 -2.0365
O -3.3658 -2.9428 -2.4340
H -0.6075 2.5213 -0.2857
H 0.8210 2.3613 0.6996
H 0.3419 3.9585 0.1968
H 1.9225 3.6446 -1.4925
H 2.0643 1.9612 -1.0895
H 1.4338 2.1165 -3.4007
H -2.8525 2.5946 -3.1248
H -1.7550 3.1581 -1.8585
H -3.2621 1.4318 -0.3547
H -5.6522 2.3873 -1.0021
H -5.1471 0.9390 -1.9041
H -4.9906 2.5920 -2.6198
H -3.9347 4.3737 -0.8616
H -4.2167 3.3180 0.5914
H -2.5894 3.7550 0.1637
H -3.3297 -0.1778 -1.9547
H 2.4671 0.6242 -2.4458
H 2.4208 -1.1314 -2.4712
H 2.8276 0.7703 -4.6367
H 3.1969 -0.9459 -4.5607
H -2.9684 -4.4822 -0.0365
H 3.0327 -5.8514 -1.0592
H 2.9452 -4.1599 -2.5209
C 6.2647 -0.6850 -0.1548
C 6.0665 -0.6957 -1.6489
C 7.2849 -0.3174 -2.4495
O 6.6935 0.1756 -3.6651
C 5.4700 0.6595 -3.3375
O 4.7793 1.3020 -4.0654
O 5.1361 0.3195 -2.0699
H 5.3134 -0.5693 0.3628
H 6.7330 -1.6121 0.1770
H 6.9012 0.1493 0.1508
H 5.6611 -1.6620 -1.9634
H 7.9451 -1.1588 -2.6491
H 7.8618 0.4944 -1.9987
C 11.2370 -2.7404 0.1387
C 11.0424 -1.4055 0.8189
C 10.0559 -1.4074 1.9575
O 9.6304 -0.0386 1.9789
C 9.7590 0.4371 0.7147
O 9.3301 1.4785 0.3370
O 10.4396 -0.4450 -0.0659
H 11.6232 -2.6042 -0.8711
H 11.9349 -3.3600 0.7013
H 10.2940 -3.2835 0.0519
H 12.0106 -1.0027 1.1303
H 10.4982 -1.6933 2.9090
H 9.1802 -2.0324 1.7643
C -8.8705 2.6813 2.7418
C -7.4869 2.1926 3.0881
C -6.4722 3.2764 3.3335
O -5.2425 2.6020 3.0273
C -5.5359 1.6373 2.1187
O -4.7236 1.0094 1.5176
O -6.8769 1.4908 1.9855
H -9.4285 1.9126 2.2061
H -9.4160 2.9487 3.6506
H -8.8315 3.5592 2.0920
H -7.5398 1.4970 3.9308
H -6.4731 3.6404 4.3582
H -6.5749 4.1222 2.6492
C -14.4924 3.6524 4.0157
C -13.4906 3.3135 5.0943
C -13.2239 4.4144 6.0868
O -11.9044 4.0840 6.5413
C -11.2903 3.4265 5.5286
O -10.1302 3.1622 5.4992
O -12.1747 3.1111 4.5488
H -14.3503 3.0129 3.1450
H -15.5102 3.5246 4.3836
H -14.3796 4.6842 3.6783
H -13.7841 2.3867 5.5958
H -13.9298 4.4277 6.9138
H -13.1868 5.4053 5.6278
C -2.8361 -5.9039 4.7223
C -3.8144 -5.4073 5.7610
C -3.5682 -4.0032 6.2482
O -4.1721 -4.0335 7.5468
C -4.1010 -5.3181 7.9893
O -4.3487 -5.6650 9.0957
O -3.7044 -6.1491 6.9867
H -2.8121 -6.9940 4.7068
H -3.1116 -5.5438 3.7345
H -1.8211 -5.5641 4.9366
H -4.8385 -5.5285 5.3945
H -4.0300 -3.2438 5.6210
H -2.5070 -3.7731 6.3716
C 7.7233 1.7799 -6.4046
C 9.1158 1.2899 -6.0920
C 10.1357 2.3726 -5.8563
O 11.3577 1.7035 -6.1932
C 11.0471 0.7451 -7.1072
O 11.8442 0.1226 -7.7281
O 9.6993 0.6004 -7.2119
H 7.1554 1.0160 -6.9346
H 7.1933 2.0374 -5.4892
H 7.7441 2.6638 -7.0455
H 9.0804 0.5856 -5.2550
H 10.1560 2.7266 -4.8278
H 10.0179 3.2252 -6.5295
```

Results
E_LUMO (eV): -0.8
Orbital gap (eV): 8.266
Multiplicity: 1

Atom charges from the Löwdin analysis, given in e for atoms 1 to 2:
1. C -0.07
2. C -0.15

5.
A 8-piece molecular cluster, C16H37N3O19 overall. Source: OMol25; level of theory: the ωB97M-V functional and the def2-TZVPD basis.

Geometry as XYZ:
```
75
C16H37N3O19 (the ωB97M-V functional and the def2-TZVPD basis)
C -8.0692 -9.9329 -7.9792
O -8.6714 -10.4425 -9.1620
H -7.0842 -10.3628 -7.7975
H -7.9889 -8.8465 -8.0165
H -8.6100 -10.2068 -7.0733
H -8.8016 -11.3880 -9.0587
C -11.9711 -13.3666 -8.5975
N -13.1675 -12.4292 -8.5323
O -12.8838 -11.2657 -8.6773
O -14.3158 -12.8452 -8.4674
H -12.2113 -14.1941 -7.9300
H -11.1453 -12.7451 -8.2514
H -11.8540 -13.5955 -9.6567
C -6.8806 -8.6358 -4.3712
N -6.6782 -10.0733 -4.5530
O -5.8414 -10.4945 -5.3531
O -7.5158 -10.7693 -3.9338
H -7.3577 -8.2992 -5.2916
H -5.8993 -8.1731 -4.2662
H -7.5339 -8.3780 -3.5376
C -11.1065 -8.2922 -9.7761
N -10.6500 -6.9001 -9.8976
O -10.1395 -6.3766 -8.8864
O -10.7603 -6.2915 -10.9741
H -12.1913 -8.2006 -9.8299
H -10.8568 -8.6661 -8.7831
H -10.6086 -8.9441 -10.4938
C -4.0787 -7.9013 -6.9758
O -4.8768 -7.0029 -6.2314
C -6.0391 -6.3972 -6.7238
O -6.4541 -6.5575 -7.8779
O -6.5914 -5.6796 -5.7688
C -7.9190 -5.1898 -5.9094
H -3.1803 -7.3993 -7.3350
H -4.5116 -8.3219 -7.8834
H -3.9401 -8.7653 -6.3260
H -8.6677 -5.9553 -5.7057
H -8.0209 -4.7784 -6.9137
H -8.1351 -4.3801 -5.2124
C -5.8835 -17.4066 -8.7854
O -5.7097 -16.0110 -8.9471
C -5.6284 -15.1530 -7.9111
O -5.7311 -15.4167 -6.7018
O -5.2744 -13.9336 -8.4054
C -5.3262 -12.7671 -7.5920
H -6.8462 -17.7664 -8.4225
H -5.0489 -17.7850 -8.1951
H -5.7545 -17.7940 -9.7960
H -4.9657 -13.0037 -6.5910
H -6.3716 -12.4689 -7.5119
H -4.8029 -11.9444 -8.0792
C -7.2968 -12.2975 -11.8056
O -7.6911 -13.6524 -11.7198
C -8.3529 -14.0329 -10.6780
O -8.6305 -13.3664 -9.6918
O -8.6744 -15.3238 -10.9504
C -9.5124 -15.9892 -10.0230
H -8.0845 -11.5853 -11.5597
H -7.0982 -12.0915 -12.8574
H -6.3566 -12.0895 -11.2949
H -9.9100 -16.8931 -10.4845
H -10.3641 -15.3865 -9.7076
H -8.9220 -16.2867 -9.1564
C -15.3966 -9.4652 -4.1352
O -14.1129 -9.7016 -4.6735
C -13.2747 -10.5438 -4.0982
O -13.6267 -11.2397 -3.1665
O -12.0919 -10.5646 -4.7405
C -11.1576 -11.4836 -4.3255
H -15.7480 -8.4867 -4.4624
H -15.4190 -9.4892 -3.0457
H -16.1824 -10.1483 -4.4575
H -11.4719 -12.5273 -4.3159
H -10.9696 -11.3093 -3.2661
H -10.2348 -11.4817 -4.9055
```

Results
E_LUMO (alpha / beta) (eV): -3.4 / -10.2
Orbital gap (alpha / beta) (eV): 9.433 / 2.631
Multiplicity: 2
⟨S²⟩: 0.7544
Net charge: +1

Atom charges from the Löwdin analysis, given in e for atoms 1 to 2:
1. C 0.05
2. O 0.23